{
  "formula": "C23H35CrN7S",
  "method": "ωB97M-V with the def2-TZVPD basis set",
  "total_charge": 1,
  "orbital_gap_ev": [7.43, 7.37],
  "e_above_lowest_ev": 2.5427,
  "multiplicity": 4,
  "lumo_energy_ev": [-2.0, -2.1],
  "s2": 4.1157,
  "total_energy_ev": -74101.02928,
  "symbols": ["Cr", "C", "C", "N", "C", "C", "C", "C", "C", "C", "C", "N", "C", "C", "N", "N", "H", "H", "H", "H", "H", "H", "H", "H", "H", "H", "H", "H", "H", "H", "H", "H", "H", "H", "C", "C", "C", "C", "C", "C", "C", "C", "N", "H", "H", "H", "H", "H", "H", "H", "H", "H", "S", "C", "N", "C", "C", "C", "N", "H", "H", "H", "H", "H", "H", "H", "H"],
  "positions_angstrom": [[-0.15746, 0.41253, -0.38409], [2.91138, 0.40280, -1.04627], [2.16641, -0.11186, -2.31537], [0.95185, -0.81126, -1.89168], [-0.05896, -1.14578, -2.89466], [-1.30852, -1.58840, -2.16210], [-2.15145, -2.52912, -2.70421], [-3.29899, -2.87972, -2.00400], [-3.53944, -2.28005, -0.79211], [-2.63700, -1.34827, -0.28572], [-2.92193, -0.72194, 1.07392], [-2.05035, 0.30900, 1.55314], [-1.71334, 1.37072, 0.56972], [1.23152, 1.61096, 0.50168], [2.01220, 0.47853, 0.10409], [-1.54375, -1.00128, -0.96577], [3.38064, 1.36642, -1.25399], [3.71520, -0.28204, -0.78716], [2.82898, -0.74968, -2.90315], [1.86432, 0.71549, -2.96067], [1.20298, -1.65129, -1.37447], [0.25096, -1.92185, -3.59757], [-0.26696, -0.24354, -3.47561], [-1.91243, -2.97909, -3.65867], [-3.98479, -3.61643, -2.40345], [-4.42034, -2.52492, -0.21058], [-2.94865, -1.54077, 1.79727], [-3.94546, -0.33402, 1.01593], [-1.22116, -0.08126, 1.98423], [-1.51263, 2.30389, 1.09143], [-2.60035, 1.55206, -0.04646], [1.52842, 2.09880, 1.41433], [1.54572, 2.26000, -1.42452], [2.28107, -0.09134, 0.89370], [0.40235, 4.22390, 1.82503], [0.11203, 4.55091, 0.37578], [-0.39864, 5.82067, 0.10584], [-0.69787, 6.24509, -1.17458], [-0.50842, 5.37453, -2.23422], [-0.00997, 4.09988, -2.01818], [0.16597, 3.15726, -3.18274], [0.32481, 3.69943, -0.71529], [0.90737, 2.38661, -0.65048], [-0.05759, 4.98105, 2.45765], [1.47380, 4.23274, 2.04025], [-0.00060, 3.26153, 2.12838], [-0.56396, 6.49038, 0.94139], [-1.08456, 7.24151, -1.34277], [-0.76254, 5.67780, -3.24338], [-0.35683, 3.53580, -4.05927], [-0.23363, 2.16588, -2.95051], [1.21948, 3.03872, -3.46632], [0.78563, -2.01479, 1.74055], [0.91521, -2.70762, 3.29432], [1.92781, -3.52325, 3.60969], [2.08969, -4.19519, 4.89984], [0.72655, -4.38085, 5.53813], [0.02605, -3.03714, 5.58796], [0.00754, -2.45917, 4.24428], [2.57416, -3.70927, 2.86188], [2.73601, -3.60333, 5.55107], [2.57720, -5.15183, 4.72667], [0.82916, -4.79146, 6.54106], [0.13576, -5.07825, 4.94056], [0.54027, -2.36458, 6.27753], [-1.00203, -3.14099, 5.92765], [-0.73855, -1.83860, 3.98002]],
  "atomic_forces_ev_per_a": [[0.18, 1.26, 0.34], [-0.21, -0.06, -0.07], [-0.06, 0.00, 0.13], [-0.09, -0.10, -0.12], [0.08, 0.01, 0.13], [0.08, 0.04, -0.09], [0.02, -0.02, -0.09], [-0.03, -0.08, -0.08], [-0.10, 0.04, 0.15], [-0.04, 0.04, 0.10], [-0.02, 0.03, -0.04], [0.05, 0.21, -0.18], [-0.09, -0.34, 0.15], [0.41, 0.05, -0.27], [0.24, 0.17, 0.20], [-0.40, -0.67, -0.30], [0.08, 0.02, -0.02], [-0.01, -0.06, 0.01], [0.05, 0.00, -0.06], [-0.04, 0.02, 0.02], [-0.01, 0.01, 0.05], [0.05, -0.03, -0.03], [-0.03, 0.04, -0.02], [-0.02, 0.00, 0.02], [0.03, 0.02, 0.01], [0.03, 0.01, -0.03], [0.00, -0.02, 0.03], [-0.01, 0.01, 0.00], [0.06, -0.04, -0.06], [-0.03, 0.01, 0.07], [-0.02, -0.05, -0.04], [-0.10, 0.05, 0.13], [0.11, 0.14, 0.04], [0.00, -0.01, -0.02], [0.04, 0.06, -0.11], [0.04, -0.03, 0.07], [-0.05, -0.02, 0.02], [0.02, -0.03, -0.01], [-0.06, 0.02, -0.01], [0.01, -0.04, -0.07], [0.01, 0.09, 0.04], [-0.04, -0.16, 0.02], [-0.04, -0.49, 0.00], [0.02, 0.01, -0.01], [-0.01, -0.03, -0.04], [-0.03, -0.03, 0.02], [0.00, -0.01, -0.02], [0.00, -0.03, 0.00], [0.02, -0.01, 0.03], [0.03, 0.01, 0.01], [-0.03, 0.01, -0.01], [-0.03, -0.01, 0.03], [0.04, -0.09, 0.13], [0.00, -0.02, 0.07], [0.02, -0.04, -0.09], [-0.02, 0.05, -0.08], [-0.03, -0.03, -0.05], [0.00, 0.04, -0.09], [-0.10, 0.04, 0.01], [0.02, 0.00, 0.02], [0.04, 0.03, 0.01], [0.01, -0.02, -0.03], [0.01, 0.01, 0.00], [0.00, -0.02, 0.04], [0.01, 0.04, 0.03], [-0.03, 0.00, -0.01], [0.01, 0.01, 0.01]],
  "mulliken_charge": [-0.281, -1.191, -0.471, 0.060, -0.756, 0.562, -0.962, -0.507, -0.922, 0.670, -1.109, -0.270, -0.745, -0.592, 0.089, 0.592, 0.285, 0.524, 0.458, 0.221, 0.157, 0.469, 0.266, 0.482, 0.425, 0.508, 0.377, 0.457, 0.153, 0.441, 0.242, 0.518, -0.047, 0.339, -1.473, 1.322, -0.955, -1.028, -0.777, 1.029, -1.278, 0.177, 0.297, 0.384, 0.358, 0.391, 0.389, 0.387, 0.406, 0.460, 0.011, 0.327, -0.378, 0.105, -0.116, -0.584, -0.584, -0.588, -0.059, 0.219, 0.276, 0.372, 0.345, 0.303, 0.285, 0.376, 0.162]
}